(1)
ORCA calculation (wB97M-V/def2-TZVPD) on a molecular structure, C5H10O.

Output
ΔE to the lowest compared entry with this formula, charge and spin   443.2 kJ/mol
Kohn-Sham gap   9.94 eV
Total energy   -7390.172 eV
HOMO level   -9.28 eV
E_LUMO   0.024 Ha

The geometry in XYZ format:
```
16
C5H10O (wB97M-V/def2-TZVPD)
C -0.96625 -1.50366 0.07557
C 0.02481 -0.47908 0.59435
C 1.34608 -0.32540 -0.21047
C 0.86876 1.03791 -0.76993
C -0.43140 0.89318 0.00425
O -1.56455 1.23392 -0.44661
H -1.93231 -1.36444 0.57086
H -1.12831 -1.34820 -0.99718
H -0.61296 -2.52274 0.24187
H 0.17925 -0.57720 1.67852
H 2.24772 -0.24582 0.40395
H 1.50752 -1.11111 -0.95721
H 1.52472 1.90035 -0.64640
H 0.49448 1.01404 -1.79955
H -0.39792 1.72334 1.34823
H -1.15966 1.67491 0.90975
```


(2)
ORCA calculation (wB97M-V/def2-TZVPD) on 2 unconnected molecules or ions with the total composition C5H10O.

Output
ΔE to the lowest compared entry with this formula, charge and spin   270.2 kJ/mol
Kohn-Sham gap   10.62 eV
SMILES string   C=CC.CC=O
Total energy   -7391.965 eV
HOMO level   -9.47 eV
E_LUMO   0.042 Ha

The geometry in XYZ format:
```
16
C5H10O (wB97M-V/def2-TZVPD)
C -4.51150 2.03010 2.50898
C -3.19219 2.31198 2.61386
C -2.60240 3.72159 2.33210
H -4.88857 1.10301 2.82336
H -5.24618 2.91151 2.31124
H -2.43957 1.76023 3.17841
H -1.51089 3.90010 2.68977
H -2.79543 3.96357 1.22942
H -3.11092 4.54558 2.78045
C 4.54507 -2.40100 -2.56230
C 3.15133 -3.14757 -2.80630
O 2.23620 -2.86990 -2.11436
H 4.61450 -2.10068 -1.49922
H 4.57603 -1.40874 -2.94784
H 5.59071 -2.82036 -2.64721
H 2.97885 -3.98565 -3.52159
```


(3)
ORCA calculation (wB97M-V/def2-TZVPD) on 2 unconnected molecules or ions with the total composition C5H10O.

Output
ΔE to the lowest compared entry with this formula, charge and spin   155.2 kJ/mol
Kohn-Sham gap   10.25 eV
SMILES string   C=CC.CC=O
Total energy   -7393.157 eV
HOMO level   -9.23 eV
E_LUMO   0.037 Ha

The geometry in XYZ format:
```
16
C5H10O (wB97M-V/def2-TZVPD)
C 2.00863 -0.62797 0.34888
C 1.73374 0.67524 0.38136
C 2.83848 1.69465 0.22516
H 1.30539 -1.38024 0.69376
H 3.03187 -0.99873 0.35717
H 0.69618 0.93679 0.54966
H 2.40281 2.56077 -0.27939
H 3.65009 1.29465 -0.37301
H 3.19881 1.99992 1.20628
C -3.31145 -1.20427 0.00236
C -2.52446 -0.45612 -1.00366
O -1.51668 0.15240 -0.76482
H -4.26199 -0.65261 -0.01014
H -3.45609 -2.24556 -0.29072
H -2.86347 -1.24587 0.98987
H -2.93185 -0.50304 -2.03276
```


(4)
ORCA calculation (wB97M-V/def2-TZVPD) on 2 unconnected molecules or ions with the total composition C5H10O.

Output
ΔE to the lowest compared entry with this formula, charge and spin   277.2 kJ/mol
Kohn-Sham gap   9.73 eV
SMILES string   C=CCC=C.O
Total energy   -7391.892 eV
HOMO level   -9.17 eV
E_LUMO   0.021 Ha

The geometry in XYZ format:
```
16
C5H10O (wB97M-V/def2-TZVPD)
C 0.51314 0.31832 2.01070
C 1.06195 -0.42178 1.03119
C 0.38880 -1.13058 -0.09080
C -1.04149 -1.38131 0.29069
C -1.32029 -2.47136 1.00752
H 1.04373 1.15213 2.45029
H -0.46217 0.02174 2.36124
H 2.11452 -0.16760 0.83336
H 0.90343 -2.09718 -0.18220
H 0.50962 -0.44944 -0.94184
H -1.80307 -0.79255 -0.21902
H -2.11699 -2.53146 1.73256
H -0.72536 -3.37550 0.93712
O 0.34712 3.97495 -3.32836
H -0.28714 3.24595 -3.38245
H 0.72608 4.01927 -2.45895
```


(5)
ORCA calculation (wB97M-V/def2-TZVPD) on a molecular structure, C5H10O.

Output
ΔE to the lowest compared entry with this formula, charge and spin   358.5 kJ/mol
Kohn-Sham gap   9.86 eV
Total energy   -7391.049 eV
HOMO level   -8.77 eV
E_LUMO   0.040 Ha

The geometry in XYZ format:
```
16
C5H10O (wB97M-V/def2-TZVPD)
C 1.26049 -1.15086 1.64504
O 0.17743 -0.36939 1.20506
C -0.20783 -0.62371 -0.13792
C -1.54914 -0.54273 -0.73052
C 0.06888 0.46305 -1.03932
C -0.26535 1.89532 -0.70079
H 0.88726 -1.94731 2.29682
H 1.97517 -0.53939 2.21000
H 1.81273 -1.61404 0.81172
H 0.22422 -1.55546 -0.53745
H -2.25582 0.26452 -0.57037
H -2.08427 -1.48702 -0.96471
H 1.00471 0.38108 -1.61746
H 0.54149 2.41872 -0.16428
H -1.15664 1.96139 -0.07402
H -0.43333 2.44583 -1.63182
```


(6)
ORCA calculation (wB97M-V/def2-TZVPD) on a single C5H10O molecule.

Output
ΔE to the lowest compared entry with this formula, charge and spin   318.6 kJ/mol
Kohn-Sham gap   9.13 eV
SMILES string   C/C=C(\C)OC
Total energy   -7391.463 eV
HOMO level   -8.13 eV
E_LUMO   0.037 Ha

The geometry in XYZ format:
```
16
C5H10O (wB97M-V/def2-TZVPD)
C -0.63648 1.05769 -1.62933
C -0.62760 0.03250 -0.56458
C 0.46272 -0.10080 0.21902
C 1.64849 0.75697 0.23240
O 0.45407 -0.90165 1.29022
C -0.72392 -1.70890 1.51448
H 0.36932 1.19226 -2.30632
H -0.86361 2.11757 -1.23534
H -1.58965 0.83379 -2.22399
H -1.56517 -0.55219 -0.47493
H 2.08391 0.91246 1.43098
H 1.31652 1.78965 -0.39975
H 2.57785 0.14543 -0.43943
H -1.43114 -1.00966 1.84591
H -0.32193 -2.44419 2.20939
H -1.15339 -2.12095 0.53128
```